# 1
The following is a DFT calculation (ωB97M-V/def2-TZVPD) of the molecule C7H15NO.

Geometry as XYZ:
```
24
Properties=species:S:1:pos:R:3:mulliken_charge:R:1
O 0.941 -1.366 2.256 -0.54
N -0.245 -2.831 0.931 -0.53
C -0.256 1.798 -1.344 -0.74
C 0.565 -1.640 0.944 -0.37
C -0.494 -0.308 0.114 0.37
C 0.405 0.787 0.056 0.16
C 1.370 1.300 0.779 -0.89
C -1.753 -0.102 0.935 -1.50
C 0.538 1.463 -2.589 -1.00
H -2.138 -1.069 1.260 0.45
H 0.232 -3.617 1.371 0.23
H -1.555 0.505 1.816 0.32
H 0.131 -1.335 2.781 0.36
H -0.101 2.821 -1.004 0.40
H -0.523 -3.090 -0.006 0.21
H -1.326 1.651 -1.487 0.29
H -2.520 0.382 0.332 0.39
H 1.606 1.602 -2.414 0.28
H 0.379 0.426 -2.889 0.26
H 1.839 2.231 0.499 0.30
H 0.268 2.109 -3.430 0.36
H -0.692 -0.768 -0.855 0.45
H 1.834 0.748 1.582 0.32
H 1.495 -1.698 0.361 0.43
```

Results
E_HOMO ... -8.285 eV
Kohn-Sham gap ... 9.20 eV
E ... -405.6160 Eh
LUMO level ... 0.913 eV
Total charge ... 0
ΔE to the lowest compared entry with this formula, charge and spin ... 3.300 eV
SMILES ... C=C(CC)[C@H](C)[C@H](N)O



# 2
The following is a DFT calculation (ωB97M-V/def2-TZVPD) of a cluster of 2 separate species, C7H15NO in total.

Geometry as XYZ:
```
24
Properties=species:S:1:pos:R:3:mulliken_charge:R:1
O -0.685 -2.286 -0.836 -0.51
N 1.337 0.328 0.033 0.06
C -2.153 -0.797 0.935 -1.49
C -1.331 -0.137 -0.129 1.38
C -1.612 1.315 -0.352 -1.40
C 0.463 -0.370 -1.745 -0.87
C -0.619 -0.911 -1.028 0.17
C 1.904 -0.727 0.835 -1.08
C 1.712 1.636 0.500 -1.14
H 0.047 -2.704 -1.302 0.35
H 2.904 -1.005 0.468 0.30
H -2.657 1.439 -0.662 0.40
H 1.265 -1.615 0.809 0.29
H 2.045 -0.480 1.899 0.35
H -3.162 -1.013 0.564 0.31
H 0.394 0.638 -2.119 0.26
H 1.278 2.408 -0.138 0.28
H -0.995 1.766 -1.124 0.25
H 2.806 1.761 0.497 0.39
H -1.711 -1.739 1.252 0.37
H -2.259 -0.138 1.798 0.39
H 1.388 1.801 1.543 0.31
H -1.485 1.878 0.574 0.30
H 1.130 -1.050 -2.269 0.32
```

Results
E_HOMO (alpha / beta) ... -6.882 / -6.881 eV
Kohn-Sham gap (alpha / beta) ... 6.98 / 6.98 eV
E ... -405.5482 Eh
LUMO level (alpha / beta) ... 0.098 / 0.098 eV
Total charge ... 0
ΔE to the lowest compared entry with this formula, charge and spin ... 5.145 eV



# 3
The following is a DFT calculation (ωB97M-V/def2-TZVPD) of the molecule C7H15NO.

Geometry as XYZ:
```
24
Properties=species:S:1:pos:R:3:mulliken_charge:R:1
O -0.036 -0.542 -2.255 -0.57
N 1.588 -0.943 -0.135 -0.79
C 0.571 0.841 1.121 0.66
C -0.801 -1.054 0.121 -0.95
C 1.389 1.849 0.309 -1.54
C -1.107 -0.357 -1.436 0.38
C 0.513 -0.517 0.456 0.36
C -2.359 -1.025 -1.977 -1.38
C 1.177 0.653 2.518 -1.65
H 0.563 -0.013 3.125 0.37
H 1.229 1.610 3.035 0.43
H -2.628 -0.558 -2.924 0.35
H -1.285 0.707 -1.207 0.19
H -2.171 -2.083 -2.151 0.36
H 1.534 -1.932 -0.373 0.31
H 2.175 0.229 2.430 0.37
H -3.192 -0.918 -1.284 0.35
H 0.884 -0.566 -1.645 0.50
H -0.790 -2.127 -0.069 0.42
H 1.426 2.807 0.828 0.45
H 0.969 1.988 -0.687 0.34
H -1.606 -0.756 0.787 0.41
H 2.408 1.485 0.188 0.33
H -0.450 1.222 1.228 0.29
```

Results
E_HOMO ... -9.850 eV
Kohn-Sham gap ... 10.82 eV
E ... -405.6754 Eh
LUMO level ... 0.969 eV
Total charge ... 0
ΔE to the lowest compared entry with this formula, charge and spin ... 1.685 eV
SMILES ... [H]/N=C(\C[C@H](C)O)C(C)C



# 4
The following is a DFT calculation (ωB97M-V/def2-TZVPD) of a cluster of 2 separate species, C7H15NO in total.

Geometry as XYZ:
```
24
Properties=species:S:1:pos:R:3:mulliken_charge:R:1
O 1.880 -1.082 -1.942 -0.64
N -2.090 -0.186 -1.587 -0.40
C -0.662 2.698 -1.219 -1.02
C 0.693 -0.089 0.933 -1.10
C -0.412 1.912 -0.149 -0.29
C -0.416 0.468 -0.028 0.51
C 0.098 -1.000 2.084 0.04
C -1.138 -0.502 -0.649 -0.03
C 1.347 -1.413 2.761 -1.16
H 1.140 0.798 1.347 0.41
H -2.460 -0.879 -2.112 0.20
H -0.618 -0.423 2.742 0.22
H 1.986 -0.490 2.856 0.27
H -0.628 2.306 -2.299 0.19
H 2.052 -1.747 -1.369 0.29
H -0.251 2.352 0.830 0.29
H -0.596 -1.786 1.497 0.14
H 1.261 -1.977 3.678 0.38
H -1.224 -1.678 -0.358 0.06
H -0.565 3.670 -1.297 0.37
H 1.879 -2.085 2.027 0.26
H -2.046 0.742 -1.926 0.15
H 0.973 -0.778 -1.851 0.36
H 1.633 -0.508 0.485 0.48
```

Results
E_HOMO ... -7.757 eV
Kohn-Sham gap ... 8.60 eV
E ... -405.5969 Eh
LUMO level ... 0.846 eV
Total charge ... 0
ΔE to the lowest compared entry with this formula, charge and spin ... 3.820 eV
SMILES ... C=C/C(=C\N)CCC.O



# 5
The following is a DFT calculation (ωB97M-V/def2-TZVPD) of a structure of composition C7H15NO.

Geometry as XYZ:
```
24
Properties=species:S:1:pos:R:3:mulliken_charge:R:1
O 0.278 -0.746 -2.501 -0.76
N -1.241 1.831 0.964 -0.64
C 0.555 0.676 2.206 -1.32
C -0.346 0.947 1.036 0.55
C -0.451 -0.514 -0.359 1.81
C 1.788 0.717 -0.901 -1.54
C -1.929 -0.633 -0.638 -1.69
C 0.180 -1.761 0.199 -1.66
C 0.308 0.488 -1.020 -0.13
H -0.473 -0.518 -3.067 0.22
H 2.000 1.659 -0.389 0.40
H 2.305 -0.091 -0.386 0.26
H -0.384 -2.126 1.061 0.39
H -2.478 -0.810 0.290 0.40
H 2.197 0.769 -1.910 0.43
H 0.155 -2.524 -0.582 0.40
H 1.218 -1.621 0.493 0.31
H -2.095 -1.481 -1.305 0.45
H -0.255 1.310 -1.446 0.52
H -2.330 0.263 -1.109 0.35
H -1.349 2.371 1.834 0.28
H 0.314 -0.295 2.646 0.25
H 0.432 1.440 2.981 0.48
H 1.602 0.648 1.901 0.26
```

Results
E_HOMO ... -7.894 eV
Kohn-Sham gap ... 8.62 eV
E ... -405.5719 Eh
LUMO level ... 0.731 eV
Total charge ... 0
ΔE to the lowest compared entry with this formula, charge and spin ... 4.501 eV



# 6
The following is a DFT calculation (ωB97M-V/def2-TZVPD) of a structure of composition C7H15NO.

Geometry as XYZ:
```
24
Properties=species:S:1:pos:R:3:mulliken_charge:R:1
O -0.780 -0.827 1.588 -0.55
N -0.833 0.445 -0.349 -0.27
C -0.218 1.363 -1.301 -1.02
C 0.826 0.889 1.514 -1.87
C 0.903 -1.286 -0.360 0.81
C 0.107 -2.322 -1.087 -1.33
C -2.069 1.516 0.562 -0.96
C -0.100 -0.007 0.717 0.92
C 2.234 -1.288 -0.361 -0.97
H 1.410 1.558 0.882 0.35
H -1.605 2.467 0.817 0.35
H 0.384 2.155 -0.845 0.34
H -2.826 1.639 -0.210 0.35
H -0.349 -1.920 -1.997 0.23
H 1.522 0.269 2.084 0.45
H 2.815 -2.121 -0.762 0.28
H 0.402 0.812 -2.009 0.37
H -1.454 -1.280 1.057 0.47
H 0.718 -3.186 -1.381 0.43
H 0.261 1.476 2.241 0.40
H -1.009 1.851 -1.875 0.35
H 2.846 -0.513 0.090 0.26
H -2.495 1.027 1.435 0.34
H -0.690 -2.718 -0.451 0.29
```

Results
E_HOMO ... -8.227 eV
Kohn-Sham gap ... 9.12 eV
E ... -405.5768 Eh
LUMO level ... 0.891 eV
Total charge ... 0
ΔE to the lowest compared entry with this formula, charge and spin ... 4.368 eV



# 7
The following is a DFT calculation (ωB97M-V/def2-TZVPD) of a cluster of 2 separate species, C7H15NO2 in total.

Geometry as XYZ:
```
25
Properties=species:S:1:pos:R:3:mulliken_charge:R:1
O 1.986 1.373 0.744 -0.52
O -0.227 0.099 1.548 -0.63
N 0.105 -1.505 -0.190 -0.40
C -1.392 0.461 -0.558 0.50
C 2.237 -1.585 1.011 -1.10
C -2.698 -0.305 -0.307 -1.50
C -1.570 1.944 -0.228 -1.45
C 1.622 0.703 -0.417 -0.94
C 1.469 -1.399 -0.252 0.11
C -0.284 -0.119 0.341 0.31
H 1.946 -1.760 -1.164 0.50
H -1.101 0.352 -1.607 0.34
H -2.983 -0.223 0.742 0.34
H -2.367 2.368 -0.840 0.43
H 1.102 1.331 -1.151 0.36
H -2.612 -1.366 -0.542 0.37
H 2.198 -2.652 1.259 0.36
H -1.846 2.057 0.821 0.30
H -0.318 -1.692 -1.089 0.34
H -3.501 0.121 -0.912 0.43
H 1.288 1.190 1.404 0.47
H 2.549 0.420 -0.930 0.43
H 1.777 -1.041 1.835 0.24
H -0.657 2.512 -0.405 0.37
H 3.277 -1.285 0.889 0.33
```

Results
E_HOMO ... -8.057 eV
Kohn-Sham gap ... 8.51 eV
E ... -480.8362 Eh
LUMO level ... 0.457 eV
Total charge ... 0
ΔE to the lowest compared entry with this formula, charge and spin ... 4.063 eV



# 8
The following is a DFT calculation (ωB97M-V/def2-TZVPD) of a structure of composition C7H15NO2.

Geometry as XYZ:
```
25
Properties=species:S:1:pos:R:3:mulliken_charge:R:1
O -1.973 0.170 0.364 -0.74
O 1.541 -0.893 -0.265 -0.60
N -0.185 1.411 -0.536 -0.09
C -0.042 -2.478 0.567 -1.51
C -1.023 0.036 -0.408 0.84
C 0.708 1.688 -1.676 -0.87
C 0.421 -0.045 2.152 -0.41
C -1.189 -0.630 -1.768 -1.63
C 0.802 1.279 2.139 -0.94
C 0.470 -1.077 0.282 0.63
H 0.071 2.060 2.318 0.41
H 0.137 1.713 -2.603 0.33
H -0.889 2.138 -0.425 0.41
H 1.194 2.654 -1.526 0.36
H 1.157 -0.786 2.445 0.38
H 1.462 0.907 -1.714 0.30
H 0.373 1.440 0.407 0.25
H 1.837 1.560 2.287 0.33
H -1.689 -1.582 -1.610 0.37
H -0.120 -3.034 -0.368 0.37
H -1.017 -2.438 1.052 0.32
H 0.664 -3.005 1.211 0.42
H -0.246 -0.797 -2.280 0.39
H -0.619 -0.281 2.337 0.27
H -1.847 -0.010 -2.383 0.40
```

Results
E_HOMO (alpha / beta) ... -6.980 / -6.979 eV
Kohn-Sham gap (alpha / beta) ... 7.00 / 6.99 eV
E ... -480.8093 Eh
LUMO level (alpha / beta) ... 0.016 / 0.016 eV
Total charge ... 0
ΔE to the lowest compared entry with this formula, charge and spin ... 4.793 eV